[1]
96
Properties=species:S:1:pos:R:3 method="wB97M-V/def2-TZVPD" multiplicity=1 e_tot_ha=-6342.0017 total_charge=+1 lumo_energy_ev=-2.3
C -0.642 -3.413 -2.646
C -2.021 -2.917 -2.164
C -2.028 -1.355 -2.033
N -1.974 -0.959 -0.645
C -2.154 0.428 -0.267
C -3.682 0.758 0.016
C -4.412 1.305 -1.256
C -4.480 -0.447 0.582
C -5.214 -1.357 -0.440
C -5.171 -2.822 0.086
O -1.880 1.183 -1.456
C -0.552 1.586 -1.620
C -0.222 2.548 -0.439
C -1.464 3.516 -0.328
C -1.905 4.115 -1.666
O -1.209 4.340 -2.605
S 1.189 3.669 -0.762
O 1.664 3.412 -2.110
O 2.223 3.586 0.246
F 0.662 5.180 -0.738
N -0.078 1.662 0.750
P 1.514 0.626 0.839
N 2.383 0.890 -0.584
O 2.435 1.400 1.986
C -1.227 0.728 0.969
C -1.925 0.910 2.348
I -2.460 2.893 2.953
C -0.957 0.343 3.448
C -1.100 -1.196 3.630
H -0.322 -2.861 -3.538
H -0.654 -4.471 -2.930
H 0.111 -3.267 -1.861
H -2.369 -3.401 -1.246
H -2.738 -3.171 -2.956
H -1.111 -1.029 -2.551
H -2.864 -0.987 -2.639
H -2.162 -1.650 0.059
H -3.802 1.590 0.727
H -5.470 1.374 -0.958
H -4.376 0.625 -2.102
H -4.098 2.325 -1.483
H -3.845 -1.115 1.189
H -5.233 -0.057 1.281
H -4.774 -1.378 -1.438
H -6.272 -1.074 -0.450
H -4.139 -3.149 0.270
H -5.622 -3.517 -0.631
H -5.725 -2.885 1.032
H -0.425 2.077 -2.586
H 0.089 0.691 -1.639
H -1.217 4.299 0.405
H -2.341 3.006 0.080
H -2.975 4.396 -1.735
H 0.012 2.284 1.575
H 2.147 0.154 -1.255
H 3.383 0.816 -0.383
H 2.435 0.866 2.787
H -0.748 -0.250 1.147
H -2.812 0.277 2.419
H -1.294 0.808 4.381
H 0.076 0.683 3.309
H -1.610 -1.382 4.579
H -1.622 -1.686 2.804
H -0.093 -1.609 3.772
Cl 2.541 0.418 -6.326
C 2.558 1.398 -4.839
C 3.559 0.887 -3.834
Cl 3.089 -0.698 -3.158
H 1.551 1.404 -4.429
H 2.817 2.415 -5.129
H 3.628 1.583 -2.997
H 4.548 0.780 -4.274
Cl -6.807 -4.973 2.226
C -7.191 -5.132 3.958
C -7.114 -3.807 4.675
Cl -5.442 -3.193 4.777
H -6.508 -5.860 4.388
H -8.202 -5.530 4.026
H -7.475 -3.920 5.696
H -7.719 -3.051 4.179
Cl 5.677 -0.259 -1.103
C 6.841 0.749 -2.004
C 7.388 1.865 -1.152
Cl 6.137 3.079 -0.772
H 6.342 1.133 -2.889
H 7.648 0.092 -2.324
H 8.183 2.382 -1.688
H 7.792 1.487 -0.212
Cl 10.768 -2.222 2.233
C 11.064 -0.484 1.984
C 9.929 0.365 2.502
Cl 8.442 0.161 1.535
H 11.232 -0.320 0.922
H 11.979 -0.236 2.519
H 10.201 1.418 2.447
H 9.691 0.126 3.535

***

[2]
15
Properties=species:S:1:pos:R:3 method="wB97M-V/def2-TZVPD" multiplicity=1 e_tot_ha=-345.6112 lumo_energy_ev=0.9
C -1.799 0.704 0.781
C -1.116 0.129 -0.429
O -0.329 1.040 -1.223
C 0.324 0.038 -0.494
C 1.305 -1.014 -1.001
O 2.348 -0.325 -0.344
C 1.404 0.119 0.575
H -2.094 -0.104 1.460
H -1.128 1.382 1.317
H -2.696 1.259 0.493
H -1.686 -0.590 -1.018
H 0.995 -1.851 0.013
H 1.541 -1.172 -2.076
H 1.736 0.921 1.247
H 1.020 -1.117 1.111

***

[3]
51
Properties=species:S:1:pos:R:3 method="wB97M-V/def2-TZVPD" s2=2.067 multiplicity=3 e_tot_ha=-2976.2434 total_charge=-1 lumo_energy_ev="2.3 / 1.9"
Ni 1.967 -0.313 1.758
I 4.452 -0.319 1.758
C 4.369 1.750 1.758
C 5.540 2.507 1.758
C 5.458 3.900 1.758
C 4.211 4.530 1.758
C 3.027 3.774 1.758
C 1.755 4.371 1.758
C 0.601 3.583 1.758
C 0.705 2.193 1.758
C 1.960 1.589 1.758
C 3.118 2.365 1.758
H 6.516 2.029 1.758
H 6.367 4.497 1.758
H 4.169 5.617 1.758
H 1.655 5.454 1.758
H -0.378 4.055 1.758
H -0.187 1.574 1.758
C -5.238 0.524 -2.863
C -3.835 0.156 -2.462
C -2.804 1.072 -2.713
C -1.501 0.791 -2.322
C -1.207 -0.419 -1.697
C -2.201 -1.377 -1.455
N -1.895 -2.607 -0.821
C -0.657 -3.062 -0.315
C -0.046 -4.145 -0.980
C 1.223 -4.603 -0.619
C 1.915 -3.974 0.407
C 1.328 -2.902 1.075
C 0.038 -2.438 0.736
C -0.536 -1.327 1.581
O -1.669 -1.519 2.126
O 0.218 -0.313 1.758
C -3.544 -1.060 -1.791
C -4.667 -2.013 -1.457
H -5.250 1.397 -3.524
H -5.834 0.765 -1.977
H -5.711 -0.297 -3.412
H -3.015 2.024 -3.192
H -0.708 1.515 -2.482
H -0.180 -0.603 -1.389
H -2.479 -3.363 -1.147
H -0.559 -4.624 -1.808
H 1.672 -5.436 -1.150
H 2.906 -4.311 0.695
H 1.859 -2.407 1.887
H -4.422 -2.673 -0.620
H -4.907 -2.626 -2.331
H -5.564 -1.470 -1.143
H 1.967 -1.831 1.758

***

[4]
11
Properties=species:S:1:pos:R:3 method="wB97M-V/def2-TZVPD" multiplicity=1 e_tot_ha=-339.5732 lumo_energy_ev=0.4
O 2.404 -1.277 0.096
C 1.303 -0.779 -0.019
C 1.081 0.675 -0.128
C -0.166 1.170 -0.072
N -1.247 0.313 0.034
C -1.010 -1.035 0.015
N 0.142 -1.590 -0.050
H 1.950 1.326 -0.180
H -0.407 2.227 -0.120
H -2.134 0.636 0.395
H -1.904 -1.660 0.028

***

[5]
19
Properties=species:S:1:pos:R:3 method="wB97M-V/def2-TZVPD" multiplicity=1 e_tot_ha=-704.3838 lumo_energy_ev=0.6
C -0.422 -0.552 -0.026
C -1.899 0.001 0.004
S -2.717 -0.438 -1.552
N 0.317 -0.025 1.090
C 1.548 -0.707 1.292
N 2.283 -0.934 -0.004
H 0.052 -0.220 -0.916
H -0.361 -1.712 -0.144
H -2.322 -0.566 0.784
H -1.855 1.110 0.141
H -2.893 -1.814 -1.517
H 0.581 0.985 0.973
H 1.450 -1.672 1.723
H 2.099 -0.062 1.955
H 3.071 -1.466 0.224
H 2.575 0.076 -0.110
H -1.141 3.092 -1.038
H -0.091 2.315 -1.929
O -0.275 2.588 -0.951

***

[6]
49
Properties=species:S:1:pos:R:3 method="wB97M-V/def2-TZVPD" s2=8.758 multiplicity=6 e_tot_ha=-2189.9170 total_charge=-3 lumo_energy_ev="7.9 / 7.9"
Fe 19.739 -11.150 10.456
C 23.447 -12.104 12.304
C 22.214 -12.904 12.168
O 21.144 -12.101 11.719
H 24.105 -12.738 12.898
H 23.278 -11.154 12.810
H 23.930 -11.946 11.339
H 22.001 -13.274 13.171
H 22.313 -13.809 11.570
C 23.240 -10.916 8.024
C 22.201 -11.971 7.909
O 20.996 -11.563 8.593
H 24.195 -11.413 7.852
H 23.372 -10.525 9.032
H 23.199 -10.080 7.325
H 22.586 -12.857 8.413
H 21.849 -12.266 6.920
C 17.587 -14.866 11.325
C 17.974 -14.335 10.022
O 18.549 -13.036 9.917
H 18.423 -15.249 11.910
H 16.964 -15.707 11.020
H 17.019 -14.308 12.069
H 17.122 -14.203 9.356
H 18.765 -14.957 9.603
C 15.701 -10.805 12.383
C 17.107 -10.535 12.840
O 18.214 -10.988 12.108
H 15.459 -11.865 12.304
H 15.330 -10.081 11.658
H 15.137 -10.452 13.246
H 17.290 -10.867 13.862
H 17.157 -9.446 12.827
C 17.525 -8.102 7.967
C 17.343 -9.107 9.097
O 18.249 -10.154 9.151
H 16.615 -7.504 7.929
H 17.570 -8.562 6.980
H 18.343 -7.382 7.998
H 16.419 -9.685 9.135
H 17.313 -8.508 10.007
C 20.708 -7.017 9.925
C 21.348 -8.138 10.797
O 20.582 -9.264 11.130
H 21.346 -6.133 9.902
H 19.765 -6.698 10.369
H 20.323 -7.432 8.994
H 21.715 -7.639 11.694
H 22.292 -8.415 10.329